P:
Entry from the Open Molecules 2025 dataset: the molecule C22H30N2O5 (ωB97M-V/def2-TZVPD).

Its spin multiplicity is 1. The calculation puts the HOMO energy at -8.5 eV. As for the SMILES: CCc1cc(=O)oc2c(C)c(O[C@H](C)C(=O)NCCCN3CCOCC3)ccc12. As for the charge: 0.

XYZ file:
```
59
C22H30N2O5 | the Open Molecules 2025 dataset | ωB97M-V/def2-TZVPD
H -1.293 -0.871 3.343
H 4.977 1.645 -0.722
H 1.072 -3.984 1.057
H -7.288 -0.662 -1.147
C 4.793 0.880 1.274
H 4.119 0.980 2.125
H 5.112 -1.252 1.547
C 2.688 2.077 -1.546
H 1.811 -4.472 -0.468
C -0.694 -0.359 2.592
H 2.793 -0.149 0.216
H -6.264 0.616 0.537
H 0.335 -0.700 2.652
H 2.341 2.357 1.747
O 3.800 -3.152 0.319
C -1.064 -1.464 -1.031
N 3.418 -0.930 0.398
O 0.829 -1.414 0.506
H 3.285 1.424 -2.186
H -6.830 0.952 -1.710
C -3.182 -0.576 -0.282
C -0.483 -1.202 0.213
H 5.803 1.115 1.612
H -0.739 0.706 2.813
C -5.228 0.328 0.587
C -5.225 -0.498 -1.783
H -4.665 0.043 -2.551
C 4.765 -0.559 0.773
H -7.072 -0.353 -2.868
C 0.679 2.355 0.380
H 4.660 2.896 0.489
H 0.437 1.309 0.610
O -5.142 1.078 2.822
H 0.978 0.761 -1.636
H 1.555 -2.112 -1.317
H 2.378 3.680 0.551
C 2.151 2.610 0.703
H 2.922 3.127 -1.790
C -2.590 -0.321 0.966
H 5.434 -0.670 -0.090
C 1.105 -3.785 -0.012
C -4.597 0.584 1.865
C -4.575 -0.227 -0.457
O 0.394 2.620 -0.975
H -0.481 -1.907 -1.823
C -6.696 -0.114 -1.876
C 3.056 -2.201 0.199
H 0.115 -3.941 -0.433
H -5.122 -1.566 -1.998
O -3.280 0.235 1.987
C -2.382 -1.157 -1.270
H 0.942 2.089 -2.833
C 4.399 1.873 0.176
C 1.202 1.825 -1.807
H -2.797 -1.370 -2.241
H 0.035 3.016 0.962
C 1.584 -2.357 -0.243
N 2.980 1.774 -0.153
C -1.255 -0.633 1.230
```

***

Q:
Entry from the Open Molecules 2025 dataset: the molecule C22H30N2O5 (ωB97M-V/def2-TZVPD).

Its spin multiplicity is 1. The calculation puts the HOMO energy at -8.7 eV. As for the SMILES: CCCc1cc(=O)oc2cc(C)cc(OCC(=O)NCCCN3CCOCC3)c12. As for the charge: 0.

XYZ file:
```
59
C22H30N2O5 | the Open Molecules 2025 dataset | ωB97M-V/def2-TZVPD
C -1.448 0.271 -3.415
C 3.221 0.838 1.021
C -3.612 0.438 -0.326
H -4.027 1.378 0.050
H -1.135 -1.875 -2.238
C -0.449 -3.784 -0.496
N -2.712 0.721 -1.419
C 0.136 -2.415 -0.625
C 0.180 -0.262 -1.743
O 2.656 -0.408 0.963
H 1.996 3.462 -1.685
H -2.490 1.283 2.186
H 1.539 -2.635 0.987
O -0.312 0.626 -2.657
C 1.598 2.498 -2.009
H -0.516 -4.075 0.550
C 1.002 -0.210 3.780
N -1.005 -0.224 2.385
H -1.438 -3.831 -0.944
H -2.201 -0.300 4.136
C 1.685 -0.720 0.079
C 2.272 2.108 -3.333
C -2.684 -0.012 -2.547
H 0.528 2.604 -2.173
H 0.542 1.161 2.185
C -0.336 -1.538 -1.598
C -0.628 -1.777 4.222
H -1.311 1.115 0.868
H -4.419 -0.168 -0.743
C 3.792 2.126 -3.234
H -1.258 -0.593 -4.062
H -1.099 -2.311 5.049
H 4.140 1.416 -2.487
C 2.800 1.769 0.002
H 0.189 -4.508 -1.004
C -1.668 -0.974 3.441
C 1.872 1.481 -0.943
O 4.025 1.060 1.892
H 4.235 1.861 -4.191
H 1.733 0.430 4.277
H 3.296 2.727 0.025
H -1.920 1.315 -1.220
H -1.648 1.139 -4.050
H -0.446 1.384 3.651
H 1.952 2.815 -4.102
H -2.374 -1.176 0.384
H -2.385 -1.665 2.997
O -3.540 -0.801 -2.880
C -2.915 -0.326 0.804
C 0.011 0.633 2.980
H 1.935 1.115 -3.632
H 4.146 3.116 -2.955
H 1.526 -0.897 3.103
O 0.349 -0.942 4.791
C -1.928 0.552 1.575
C 1.233 0.184 -0.903
H -0.152 -2.499 3.541
H -3.683 -0.705 1.478
C 1.148 -1.995 0.213
```

***

Least stable = Q

***

P:
Entry from the Open Molecules 2025 dataset: the molecule C9H12N2OS (ωB97M-V/def2-TZVPD).

Its spin multiplicity is 1. The calculation puts the HOMO energy at -8.2 eV. As for the SMILES: C(=N/N1CCOCC1)/c1cccs1. As for the charge: 0.

XYZ file:
```
25
C9H12N2OS | the Open Molecules 2025 dataset | ωB97M-V/def2-TZVPD
H -0.067 0.131 1.645
H -1.896 -1.665 1.850
H -3.944 0.173 -0.841
H -2.535 0.117 2.033
H 1.726 2.781 0.256
C -0.640 -0.306 0.829
H 0.877 -0.727 -1.242
S 3.832 0.610 0.600
H 0.018 -1.190 0.608
C 2.985 -1.470 -0.786
C -2.890 -0.152 -0.759
H -2.121 1.688 -1.501
C 2.233 0.630 0.012
C 1.860 -0.569 -0.642
N -0.748 0.705 -0.337
H 3.018 -2.319 -1.463
H 5.096 -1.391 0.096
C -2.061 -0.690 1.400
N 0.021 1.868 -0.115
C 1.322 1.815 0.079
C -2.067 1.113 -0.611
O -2.992 -1.014 0.346
H -2.640 -0.763 -1.629
H -2.510 1.667 0.320
C 4.122 -1.042 -0.149
```

***

Q:
Entry from the Open Molecules 2025 dataset: the molecule C9H12N2OS (ωB97M-V/def2-TZVPD).

Its spin multiplicity is 1. The calculation puts the HOMO energy at -8.5 eV. As for the SMILES: CC1=C[C@]12SC[C@@]1(C)NC(=O)N[C@H]12. As for the charge: 0.

XYZ file:
```
25
C9H12N2OS | the Open Molecules 2025 dataset | ωB97M-V/def2-TZVPD
C -0.126 0.357 0.450
H -3.456 0.625 -0.119
H 3.324 -0.630 0.369
C 0.377 -2.354 0.503
S 0.658 -0.783 -1.828
N -0.882 0.207 1.696
C -1.436 2.188 -0.818
C -1.059 -0.257 -1.803
N -2.542 0.227 0.092
H -1.447 0.165 -2.819
H 3.691 -2.347 0.992
H -0.629 2.622 -1.386
C 0.492 -1.005 -0.029
H -1.619 2.660 0.161
H -1.545 -1.127 -1.681
C -2.256 -0.062 1.414
H -0.293 -3.213 0.645
H -0.425 0.346 2.599
H 0.707 0.982 0.495
C 1.566 -1.788 0.643
H 2.832 -1.114 2.125
C -1.238 0.645 -0.608
H -2.321 2.407 -1.496
O -3.057 -0.443 2.234
C 2.890 -1.519 1.019
```

***

Least stable = P

***

P:
Entry from the Open Molecules 2025 dataset: the ion C12H15N2O with charge +1 (ωB97M-V/def2-TZVPD).

Its spin multiplicity is 1. The calculation puts the HOMO energy at -13.1 eV. As for the SMILES: C[N@H+]1CCN2C(=O)c3ccccc3[C@@]21C. As for the charge: +1.

XYZ file:
```
30
C12H15N2O | the Open Molecules 2025 dataset | ωB97M-V/def2-TZVPD
H 4.731 0.640 0.440
C 3.683 0.690 0.398
H 3.560 -1.494 0.178
H -1.879 0.103 -2.293
H -2.906 1.608 0.424
C -1.145 0.752 -1.889
C -2.076 1.365 1.058
C 2.962 1.809 0.269
O 1.237 -3.009 0.090
H -1.311 2.110 1.024
C 1.736 -0.629 -0.133
H 1.033 2.655 -0.230
H 3.486 2.775 0.392
C -1.573 -2.213 -0.219
H -1.517 1.696 -1.744
C 0.896 -1.869 -0.204
C 1.609 1.727 -0.105
H -2.215 -1.611 1.800
N -0.373 -1.566 -0.619
C 3.080 -0.607 0.160
N -1.398 0.084 0.620
C -0.487 0.199 -0.678
H -3.274 -1.013 0.717
H -0.656 -0.082 1.400
H -2.168 -2.281 -1.164
C -2.222 -1.281 0.790
C 1.011 0.504 -0.231
H -1.117 -3.031 0.193
H -2.456 1.231 2.057
H -0.255 0.737 -2.503
```

***

Q:
Entry from the Open Molecules 2025 dataset: the ion C12H15N2O with charge +1 (ωB97M-V/def2-TZVPD).

Its spin multiplicity is 1. The calculation puts the HOMO energy (alpha / beta) at -10.7 / -10.3 eV. As for the charge: +1.

XYZ file:
```
30
C12H15N2O | the Open Molecules 2025 dataset | ωB97M-V/def2-TZVPD
H -1.887 -1.548 1.486
H 1.311 3.761 0.725
H 1.062 -2.703 -2.727
C -0.931 0.625 -0.270
H 0.850 -0.512 4.691
C -1.049 -0.345 -1.433
C -2.085 -0.162 -2.329
C -0.020 -2.469 -2.330
H -1.060 -1.987 3.616
C 0.335 0.876 1.695
N 0.142 1.642 -0.488
C -1.216 -0.914 1.876
H 0.550 -1.597 -0.578
H -1.809 1.201 -0.236
H 2.443 2.593 0.049
C -0.674 0.085 1.147
H -0.630 -2.368 -3.361
C -0.750 -1.078 3.234
H -2.332 -0.843 -3.167
H -0.378 -3.390 -1.694
H 0.863 1.624 -2.374
C 0.262 -0.306 3.735
H -2.886 0.573 -2.134
H 1.801 1.107 3.286
C 1.802 2.726 0.895
O 1.086 1.268 -1.538
N 0.779 1.751 0.738
C 0.804 0.725 2.988
H 2.159 2.510 1.915
C -0.100 -1.340 -1.406
```

***

Least stable = Q

***

P:
Entry from the Open Molecules 2025 dataset: a cluster of 2 separate species, C4H5NO5 in total (ωB97M-V/def2-TZVPD).

Its spin multiplicity is 1. The calculation puts the HOMO energy at -9.9 eV. As for the SMILES: O=C1C=CC(=O)N1O.OO. As for the charge: 0.

XYZ file:
```
15
C4H5NO5 | the Open Molecules 2025 dataset | ωB97M-V/def2-TZVPD
H -4.038 1.350 0.617
O -0.397 -0.740 1.772
O -3.658 0.927 -0.166
N 0.696 -0.891 0.930
H -1.134 -0.368 1.246
C 1.765 -1.723 1.265
C 0.877 -0.266 -0.278
O 0.094 0.473 -0.828
H 3.674 -2.070 0.108
H 2.623 -0.380 -1.692
O -2.312 0.700 0.212
H -1.789 0.899 -0.586
C 2.213 -0.720 -0.758
C 2.730 -1.558 0.134
O 1.855 -2.410 2.240
```

***

Q:
Entry from the Open Molecules 2025 dataset: a structure of composition C4H5NO5 (ωB97M-V/def2-TZVPD).

Its spin multiplicity is 1. The calculation puts the HOMO energy at -8.9 eV. As for the charge: 0.

XYZ file:
```
15
C4H5NO5 | the Open Molecules 2025 dataset | ωB97M-V/def2-TZVPD
H -0.721 1.859 1.417
C 1.109 0.750 1.032
O 0.619 -0.655 -2.126
C -0.117 -1.228 -1.172
C -0.257 1.212 0.677
H -1.836 -1.879 0.280
H -1.653 1.636 -1.012
O 1.496 1.328 2.189
O -0.146 -2.399 -0.904
H 2.356 0.963 2.451
H 1.228 -1.321 -2.477
O 1.763 -0.105 0.490
O -2.110 -0.949 0.180
N -0.872 -0.275 -0.467
C -0.860 1.063 -0.556
```

***

Least stable = P

***

P:
Entry from the Open Molecules 2025 dataset: a cluster of 9 separate species, C7H32O9 in total (ωB97M-V/def2-TZVPD).

Its spin multiplicity is 1. The calculation puts the HOMO energy at -9.8 eV. As for the SMILES: CCO.CCO.CO.CO.CO.O.O.O.O. As for the charge: 0.

XYZ file:
```
48
C7H32O9 | the Open Molecules 2025 dataset | ωB97M-V/def2-TZVPD
H -0.175 -1.845 -4.144
C -3.166 -0.112 -0.060
O 1.077 -2.484 0.691
H -0.461 -3.014 1.707
O -4.531 0.041 -0.495
H 2.880 1.511 -1.316
H -3.390 -1.926 1.131
C 2.078 1.332 -3.273
H 3.515 0.045 -2.025
H 3.137 1.091 0.963
H -0.322 -0.145 4.355
O 1.900 2.737 -3.380
C -0.621 -1.871 -3.147
O 2.796 1.665 2.925
H 1.736 2.140 1.207
C 2.760 1.942 1.527
H -1.830 -1.716 0.296
H -2.466 -0.010 3.570
H 0.087 -2.341 -2.466
O 0.375 0.179 -0.171
H 0.570 -0.707 0.167
H -1.169 2.046 1.826
H 3.386 2.806 1.285
C -2.907 -1.576 0.221
H 2.686 2.499 3.388
H -0.257 -0.083 2.543
H -2.543 0.213 -0.902
C 3.194 1.062 -2.264
H 0.028 0.033 -1.065
O -1.942 0.784 3.431
H -4.677 0.973 -0.680
H -0.839 -4.114 2.704
H 1.240 2.997 -2.731
H 4.105 1.598 -2.540
H 1.799 -2.869 0.181
H -2.896 0.508 0.801
C -0.558 0.432 3.459
O -0.793 2.379 1.002
H 1.480 -2.216 1.528
H 0.022 1.350 3.522
H 2.407 0.916 -4.227
H -1.509 -2.508 -3.171
H -0.382 1.588 0.602
H -3.309 -2.156 -0.612
O -0.927 -0.588 -2.628
H -1.622 -0.189 -3.160
H 1.152 0.856 -2.952
O -1.116 -3.253 2.375
```

***

Q:
Entry from the Open Molecules 2025 dataset: a cluster of 9 separate species, C7H32O9 in total (ωB97M-V/def2-TZVPD).

Its spin multiplicity is 1. The calculation puts the HOMO energy at -9.1 eV. As for the charge: 0.

XYZ file:
```
48
C7H32O9 | the Open Molecules 2025 dataset | ωB97M-V/def2-TZVPD
H 3.527 -1.156 1.211
C -0.016 -3.442 -0.110
H 3.735 3.513 -0.779
O -0.713 0.026 -0.892
C 0.301 -1.157 4.111
H 0.804 -0.969 2.216
C -1.679 3.419 -0.587
O 0.829 0.479 1.246
H -3.255 2.389 -0.983
H 0.556 -2.555 0.274
O 2.472 -0.929 -0.400
H 4.282 -2.155 -0.026
H -2.229 4.192 -0.076
H -0.553 -0.873 -1.154
O -2.561 2.277 -0.562
H 0.553 -1.938 4.885
H -3.219 -0.686 2.612
C 3.334 3.019 0.096
O -1.244 0.749 -3.758
H 0.309 0.600 2.107
H -1.812 -1.083 1.907
C -1.133 0.304 -5.122
C 3.736 -1.182 0.199
H 2.029 -0.437 0.251
H -1.450 3.795 -1.606
H -0.773 3.403 -0.077
H -0.311 -0.099 -5.312
H -2.018 -0.398 -5.567
O 1.907 2.832 -0.090
O 0.764 -1.695 2.897
H -4.153 -0.688 0.691
H -0.457 1.229 -3.561
O -3.194 -0.782 0.488
H 3.687 2.029 0.393
H -1.595 0.378 -0.594
H 4.341 -0.551 0.068
C -2.802 -1.240 1.786
H -3.103 -2.228 1.868
H -0.519 -3.843 0.729
H 1.632 1.909 0.034
H -0.826 -1.085 4.111
H -1.103 1.101 -5.833
H -1.925 -3.245 -0.951
H 3.570 3.690 0.892
H -0.063 0.257 -0.127
H 0.732 -0.254 4.612
O -1.087 -2.774 -0.847
H 0.693 -4.146 -0.671
```

***

Least stable = Q